Record 1
The following is a quantum chemistry calculation of a cluster of 2 separate species, C6H6BN4O5 in total, from the OMol25 dataset.

XYZ file:
```
22
Properties=species:S:1:pos:R:3:forces:R:3
C -0.599 -0.437 1.191 -0.9 -0.1 2.3
C 0.028 0.811 0.648 -0.4 1.0 -0.4
N -1.254 -0.555 2.378 1.6 -2.4 -2.8
C -0.357 -1.712 0.614 -1.0 -2.6 2.1
N -0.849 -2.694 1.451 0.7 3.3 -1.2
C 0.994 0.475 -0.474 -0.5 0.5 1.0
H 0.384 1.490 1.424 0.8 -0.6 0.1
N 0.456 -3.211 -1.193 -0.1 -0.1 -0.3
N 1.893 1.490 -0.847 1.6 1.0 -0.7
B -1.728 2.847 0.152 -1.2 1.3 -0.3
C 0.437 -1.902 -0.559 -0.1 -0.2 -0.7
O 2.721 1.239 -1.771 -1.2 0.5 1.3
H -1.521 3.576 1.095 0.4 -0.6 -0.1
H -0.763 1.619 0.306 0.1 -1.1 -0.4
O -1.381 -2.003 2.489 -0.2 1.9 0.0
O 1.902 2.606 -0.245 -0.5 -2.1 -0.9
C 1.105 -0.779 -1.059 0.3 -0.8 -0.5
H -2.777 2.252 0.178 0.4 -0.3 0.1
O 1.112 -3.352 -2.234 -0.2 0.3 0.7
H 1.793 -0.891 -1.924 -0.6 0.1 0.8
H -1.387 3.273 -0.924 0.3 -0.5 0.2
O -0.207 -4.143 -0.697 0.8 1.4 -0.4
```
Positions in Å, forces in eV/Å.

Computed properties:
Calculated total energy = -23185.5167 eV
Max |F| = 4.022 eV/Å
Net charge = -1

These are the Löwdin partial charges, in e, on atoms 1 to 6: -0.192, -0.045, 0.170, -0.168, 0.125, -0.157

---

Record 2
The following is a quantum chemistry calculation of a cluster of 2 separate species, C4H9NO2 in total, from the OMol25 dataset.

XYZ file:
```
16
Properties=species:S:1:pos:R:3:forces:R:3
H 0.308 -1.240 -2.346 0.0 0.1 0.1
O 0.736 1.414 1.375 -0.2 -0.1 0.2
H 1.070 1.990 -0.531 -0.1 -0.1 0.1
H -0.636 1.640 -0.172 0.1 0.0 0.1
C 0.116 -0.238 -1.949 0.0 0.0 -0.1
N -0.195 -1.017 0.391 0.1 -0.2 -0.1
H -0.960 -0.034 -2.033 0.2 0.0 0.0
H 0.418 -1.682 0.853 -0.1 0.1 -0.1
C -1.961 -1.032 2.808 0.6 1.1 0.6
O -1.465 -0.129 3.291 -0.7 -1.1 -0.5
H 1.633 -0.370 -0.426 -0.1 0.0 0.0
C 0.566 -0.120 -0.498 0.1 0.1 -0.1
C 0.402 1.313 0.013 0.0 0.0 -0.4
H 0.154 0.782 1.824 0.2 0.1 0.0
H -0.879 -1.558 -0.130 0.1 0.1 0.1
H 0.641 0.485 -2.583 -0.1 -0.1 0.1
```
Positions in Å, forces in eV/Å.

Computed properties:
Energy above the lowest of the compared OMol25 structures with the same formula, charge and spin = 34.6 kcal/mol
Max |F| = 1.412 eV/Å

These are the Löwdin partial charges, in e, on atoms 1 to 6: 0.077, -0.071, 0.123, 0.124, -0.076, 0.025

---

Record 3
The following is a quantum chemistry calculation of the molecule C6H9NO, from the OMol25 dataset.

XYZ file:
```
17
Properties=species:S:1:pos:R:3:forces:R:3
C -1.259 -0.840 -0.051 -1.7 -2.1 0.5
H 2.374 0.419 0.644 -0.4 0.4 0.0
H 0.404 0.192 -1.508 -0.1 0.0 -1.4
H -0.583 2.335 -0.775 0.2 -1.1 0.9
H 0.171 -0.514 1.337 0.1 0.2 0.6
H 2.118 -1.767 0.823 -0.1 -0.5 -0.3
H -0.193 1.950 0.914 0.0 -0.1 0.3
C -0.462 1.482 -0.024 0.5 1.2 -1.9
C 0.169 -0.815 0.297 -0.2 0.5 -0.1
O -1.975 -1.793 -0.260 0.1 0.5 -0.3
H -2.473 0.813 -0.745 -0.1 0.1 -0.2
H -2.286 0.696 1.002 0.2 0.1 -0.4
C 1.584 -1.347 -0.026 -0.4 0.5 0.2
N 1.980 0.092 -0.229 1.7 -0.2 -0.7
H 1.612 -1.928 -0.951 0.3 0.0 0.2
C 0.571 0.402 -0.485 -0.8 1.0 2.0
C -1.751 0.622 0.036 0.5 -0.4 0.6
```
Positions in Å, forces in eV/Å.

Computed properties:
Energy above the lowest of the compared OMol25 structures with the same formula, charge and spin = 58.5 kcal/mol
Max |F| = 2.683 eV/Å

These are the Löwdin partial charges, in e, on atoms 1 to 6: -0.377, 0.097, 0.140, 0.124, 0.158, 0.110

---

Record 4
The following is a quantum chemistry calculation of a cluster of 3 separate species, C3H12N2O2 in total, from the OMol25 dataset.

XYZ file:
```
19
Properties=species:S:1:pos:R:3:forces:R:3
O -1.600 -2.841 -0.480 0.7 0.5 0.4
H 0.668 1.807 -1.920 0.0 -0.3 -0.4
H 1.318 2.442 0.641 0.5 0.2 -0.1
H 0.495 3.593 -0.433 -0.2 -0.1 0.0
H -1.667 -1.531 0.088 -0.9 -1.3 -1.6
N -0.993 -0.649 0.197 2.5 -0.7 0.9
C 0.440 2.612 0.036 -0.4 -0.8 0.4
H 0.937 -0.255 2.704 0.5 0.0 -0.4
C 0.255 1.447 -0.983 1.2 1.3 1.1
O 0.833 0.309 1.921 -0.6 0.1 0.2
H -0.359 2.531 0.786 0.0 0.4 -0.3
C 0.230 -0.938 -0.557 -1.5 -0.6 -1.3
N 1.058 0.249 -0.557 -2.6 0.4 0.9
H 1.357 0.391 0.481 0.6 -0.3 0.3
H -0.809 1.281 -0.985 0.0 -0.4 -0.8
H -2.416 -3.345 -0.570 -0.5 0.4 0.3
H -0.105 -1.175 -1.586 0.5 -0.1 0.4
H -0.610 -0.658 1.155 -0.2 1.1 0.2
H 0.732 -1.800 -0.112 0.1 0.1 -0.3
```
Positions in Å, forces in eV/Å.

Computed properties:
Energy above the lowest of the compared OMol25 structures with the same formula, charge and spin = 205.1 kcal/mol
Max |F| = 2.752 eV/Å

These are the Löwdin partial charges, in e, on atoms 1 to 6: -0.199, 0.109, 0.055, 0.070, 0.062, 0.135

---

Record 5
The following is a quantum chemistry calculation of a cluster of 2 separate species, C7H8O2S in total, from the OMol25 dataset.

XYZ file:
```
18
Properties=species:S:1:pos:R:3:forces:R:3
H -1.518 0.600 2.811 0.4 1.7 0.9
C -0.292 -0.302 -3.351 -0.2 -1.8 -0.2
C -1.135 0.940 -1.429 0.0 0.2 -1.5
S 0.161 -1.908 -3.621 0.2 0.8 0.0
C -0.450 -1.449 -1.173 -1.3 0.7 0.5
H -2.309 -0.295 1.698 -0.6 -0.7 -0.6
H -0.488 0.382 -4.133 0.0 0.5 -0.6
O 0.555 -0.222 1.782 -0.7 -1.1 0.9
H -2.098 -0.960 3.391 -0.2 0.2 -0.5
H 0.446 -3.415 -2.004 0.1 -1.2 1.2
C -0.708 -0.213 -2.023 0.1 1.5 2.2
H -1.225 1.845 -2.016 0.1 0.0 -0.3
H -0.160 -1.990 2.523 0.3 -0.2 -0.3
C -1.667 -0.399 2.545 -0.2 -1.0 0.7
O -0.790 -1.500 0.011 0.0 -0.6 -1.1
C -0.331 -0.949 2.216 1.5 1.6 -0.2
H -1.451 1.099 -0.434 0.0 -0.6 1.1
C 0.060 -2.439 -2.024 0.5 0.2 -2.1
```
Positions in Å, forces in eV/Å.

Computed properties:
Energy above the lowest of the compared OMol25 structures with the same formula, charge and spin = 70.1 kcal/mol
Max |F| = 2.647 eV/Å

These are the Löwdin partial charges, in e, on atoms 1 to 6: 0.059, -0.360, 0.163, 1.075, -0.439, 0.067